Formula: C46H64GeN2OS3Sb2Ti
Source: OMol25
Level of theory: wB97M-V/def2-TZVPD

Output
Gap between HOMO and LUMO (spin up / spin down) (eV): 6.500 / 6.523
Energy above the lowest of the compared OMol25 structures with the same formula, charge and spin (kcal/mol): 31.5
E_HOMO (spin up / spin down) (eV): -6.81 / -6.85
LUMO (spin up / spin down) (Eh): -0.01154 / -0.01196

Geometry as ORCA input:
```
! RIJCOSX wB97M-V def2-TZVPD def2/J DEFGRID3
* xyz 0 1
Ti 0.11 0.40 -0.46
C -0.42 3.59 1.20
N 0.23 2.87 0.10
C -0.15 3.49 -1.17
C -1.44 2.84 -1.62
N -1.21 1.41 -1.96
C -2.51 0.70 -1.94
C -0.59 1.40 -3.29
C -1.34 1.68 -4.43
C -0.76 1.71 -5.68
C 0.60 1.47 -5.81
C 1.36 1.23 -4.69
C 0.79 1.20 -3.41
S 1.84 0.97 -2.03
C 1.64 2.82 0.41
C 2.56 3.75 -0.05
C 3.88 3.67 0.35
C 4.28 2.68 1.23
C 3.37 1.76 1.70
C 2.04 1.80 1.29
S 0.83 0.67 1.89
H -0.24 3.08 2.14
H -1.49 3.67 1.05
H -0.01 4.61 1.27
H 0.63 3.32 -1.91
H -0.29 4.57 -1.07
H -1.85 3.38 -2.48
H -2.18 2.89 -0.82
H -3.25 1.16 -2.60
H -2.91 0.73 -0.93
H -2.38 -0.34 -2.23
H -2.41 1.86 -4.35
H -1.37 1.91 -6.56
H 1.06 1.48 -6.79
H 2.43 1.06 -4.77
H 2.25 4.53 -0.73
H 4.60 4.39 -0.03
H 5.31 2.63 1.56
H 3.68 0.99 2.40
C -3.53 2.75 3.03
Sb -2.67 1.06 1.96
C -4.61 0.20 1.50
C -2.24 -0.03 3.81
C -3.29 -1.04 4.10
C -4.44 -0.67 4.80
C -5.49 -1.55 5.00
C -5.41 -2.83 4.48
C -4.26 -3.23 3.81
C -3.19 -2.36 3.61
C -1.96 -2.86 2.94
Sb -1.53 -2.18 0.90
C -0.18 -3.86 0.82
C -3.23 -3.25 0.08
H -2.74 3.26 3.57
H -4.28 2.38 3.73
H -4.00 3.45 2.34
H -5.19 0.10 2.42
H -4.49 -0.78 1.04
H -5.13 0.86 0.81
H -2.21 0.74 4.58
H -1.25 -0.46 3.69
H -4.50 0.33 5.21
H -6.37 -1.23 5.55
H -6.23 -3.53 4.62
H -4.18 -4.24 3.44
H -2.00 -3.94 2.85
H -1.06 -2.60 3.51
H -0.75 -4.78 0.97
H 0.55 -3.74 1.63
H 0.35 -3.90 -0.13
H -2.97 -4.31 0.00
H -3.51 -2.87 -0.91
H -4.08 -3.14 0.76
C 6.41 -7.38 4.23
C 5.56 -6.36 3.51
O 4.39 -6.48 3.28
S 6.50 -4.91 3.04
C 5.24 -3.99 2.19
C 4.62 -2.91 2.81
C 3.62 -2.23 2.14
C 3.24 -2.59 0.85
C 3.88 -3.68 0.24
C 4.88 -4.37 0.90
C 2.20 -1.88 0.19
C 1.25 -1.29 -0.29
H 6.24 -8.36 3.77
H 6.09 -7.44 5.27
H 7.46 -7.13 4.19
H 4.91 -2.63 3.81
H 3.10 -1.41 2.63
H 3.60 -3.98 -0.76
H 5.37 -5.21 0.43
C -3.72 -4.19 -5.62
C -3.01 -2.86 -5.37
C -1.93 -2.98 -4.30
C -1.16 -1.68 -4.10
Ge 0.02 -1.75 -2.41
C 1.78 -2.48 -3.03
C 1.79 -3.41 -4.26
C 1.97 -4.89 -3.91
C 0.80 -5.51 -3.17
H -4.51 -4.09 -6.36
H -4.16 -4.57 -4.70
H -3.01 -4.94 -5.99
H -3.75 -2.11 -5.05
H -2.56 -2.50 -6.30
H -1.24 -3.78 -4.58
H -2.39 -3.29 -3.35
H -1.86 -0.85 -4.06
H -0.49 -1.48 -4.94
H -0.73 -2.98 -1.78
H 2.21 -3.00 -2.18
H 2.42 -1.61 -3.21
H 2.62 -3.12 -4.92
H 0.88 -3.28 -4.85
H 2.88 -4.98 -3.31
H 2.15 -5.45 -4.84
H 0.52 -4.90 -2.31
H 1.05 -6.51 -2.81
H -0.07 -5.60 -3.82
*
```


Formula: C2H2N2O
Source: OMol25
Level of theory: wB97M-V/def2-TZVPD

Output
Gap between HOMO and LUMO (eV): 11.651
Energy above the lowest of the compared OMol25 structures with the same formula, charge and spin (kcal/mol): 38.9
E_HOMO (eV): -11.33
LUMO (Eh): 0.01193

Geometry as ORCA input:
```
! RIJCOSX wB97M-V def2-TZVPD def2/J DEFGRID3
* xyz 0 1
C -1.73 -0.85 -0.01
C -0.26 1.07 -0.01
N -2.62 -1.57 0.05
N -0.70 -0.08 -0.08
O 0.26 2.12 0.03
H 2.22 -0.51 0.18
H 2.83 -0.18 -0.17
*
```


Formula: C16H25Br10NO2
Source: OMol25
Level of theory: wB97M-V/def2-TZVPD

Output
Gap between HOMO and LUMO (spin up / spin down) (eV): 8.661 / 2.458
E_HOMO (spin up / spin down) (eV): -11.97 / -11.97
LUMO (spin up / spin down) (Eh): -0.12155 / -0.34951

Geometry as ORCA input:
```
! RIJCOSX wB97M-V def2-TZVPD def2/J DEFGRID3
* xyz 1 2
Br -0.74 11.38 6.84
C -1.98 13.02 6.77
C -2.98 12.94 5.56
Br -3.78 14.75 5.23
H -1.23 13.79 6.89
H -2.55 13.12 7.70
H -3.84 12.32 5.82
H -2.49 12.69 4.62
Br 1.26 17.09 7.00
C 2.73 16.35 8.11
C 2.01 15.55 9.18
Br 3.27 15.10 10.67
H 3.20 17.25 8.50
H 3.42 15.87 7.42
H 1.53 14.62 8.88
H 1.38 16.25 9.74
Br -4.52 11.69 2.70
C -3.46 12.51 1.32
C -4.32 13.48 0.44
Br -3.26 14.18 -1.01
H -3.02 11.73 0.70
H -2.79 13.20 1.83
H -4.86 14.28 0.95
H -5.18 13.04 -0.05
Br 0.01 8.46 -3.51
C -0.57 10.24 -4.41
C -1.13 11.24 -3.37
Br -0.76 13.05 -4.12
H -1.26 10.19 -5.25
H 0.38 10.68 -4.72
H -0.72 11.34 -2.37
H -2.21 11.12 -3.22
Br -3.84 17.08 1.45
C -2.45 18.40 2.05
C -2.20 18.20 3.52
Br -0.66 19.32 3.94
H -2.78 19.40 1.75
H -1.57 18.38 1.41
H -1.86 17.17 3.65
H -3.04 18.64 4.04
C 0.71 15.69 3.54
C 1.37 15.96 2.32
C 1.33 15.07 1.28
C 0.61 13.85 1.46
C 0.01 13.59 2.68
C 0.00 14.49 3.74
N 0.52 12.89 0.33
O -0.49 12.20 0.29
O 1.41 12.88 -0.57
H 0.82 16.30 4.42
H 2.01 16.83 2.32
H 1.86 15.33 0.37
H -0.58 12.70 2.83
H -0.54 14.50 4.67
*
```


Formula: C2H4N4O2
Source: OMol25
Level of theory: wB97M-V/def2-TZVPD

Output
Gap between HOMO and LUMO (eV): 9.496
Energy above the lowest of the compared OMol25 structures with the same formula, charge and spin (kcal/mol): 88.2
E_HOMO (eV): -8.74
LUMO (Eh): 0.02777

Geometry as ORCA input:
```
! RIJCOSX wB97M-V def2-TZVPD def2/J DEFGRID3
* xyz 0 1
N -1.11 0.42 1.87
N 0.32 0.21 1.64
C 0.56 0.12 0.35
O 1.83 0.28 -0.21
C 1.70 0.18 -1.65
N 0.45 -0.09 -1.96
N -0.31 -0.03 -0.82
O -1.22 -1.08 -0.78
H -1.24 0.60 2.91
H -1.48 -0.53 1.74
H 2.54 0.44 -2.27
H -2.04 -0.54 -0.82
*
```


Formula: C6H13N
Source: OMol25
Level of theory: wB97M-V/def2-TZVPD

Output
Gap between HOMO and LUMO (eV): 6.303
Energy above the lowest of the compared OMol25 structures with the same formula, charge and spin (kcal/mol): 152.8
E_HOMO (eV): -6.81
LUMO (Eh): -0.01878

Geometry as ORCA input:
```
! RIJCOSX wB97M-V def2-TZVPD def2/J DEFGRID3
* xyz 0 1
C -1.69 -0.89 0.94
C -1.62 0.44 0.20
C -1.09 0.54 -1.23
N 0.71 0.95 0.97
C 1.06 -0.03 0.01
C 0.24 -0.18 -1.26
C 2.44 -0.72 0.20
H -2.34 -0.71 1.78
H -0.71 -1.09 1.40
H -1.94 -1.73 0.28
H -0.59 0.91 0.73
H -2.49 1.08 0.34
H -1.86 0.07 -1.86
H -1.00 1.58 -1.56
H 0.95 1.88 0.63
H 0.27 -0.97 -0.08
H 0.85 0.05 -2.14
H 2.71 -1.16 -0.76
H 3.16 0.06 0.41
H 2.43 -1.43 1.03
*
```


Formula: C4H4N2O
Source: OMol25
Level of theory: wB97M-V/def2-TZVPD

Output
Gap between HOMO and LUMO (spin up / spin down) (eV): 7.839 / 7.843
Energy above the lowest of the compared OMol25 structures with the same formula, charge and spin (kcal/mol): 114.6
E_HOMO (spin up / spin down) (eV): -9.11 / -9.12
LUMO (spin up / spin down) (Eh): -0.04687 / -0.04686

Geometry as ORCA input:
```
! RIJCOSX wB97M-V def2-TZVPD def2/J DEFGRID3
* xyz 0 1
N 2.48 0.76 0.40
C 1.70 -0.04 0.08
C 0.83 -1.05 -0.37
O -0.43 -1.12 -0.08
C -1.23 -0.34 0.59
C -0.80 0.79 1.33
N -0.51 1.71 1.97
H 1.18 -1.88 -0.98
H -0.18 0.79 -1.92
H -0.81 1.05 -1.61
H -2.25 -0.67 0.60
*
```


Formula: C4H8N2O
Source: OMol25
Level of theory: wB97M-V/def2-TZVPD

Output
Gap between HOMO and LUMO (eV): 10.657
Energy above the lowest of the compared OMol25 structures with the same formula, charge and spin (kcal/mol): 41.5
E_HOMO (eV): -9.81
LUMO (Eh): 0.03098

Geometry as ORCA input:
```
! RIJCOSX wB97M-V def2-TZVPD def2/J DEFGRID3
* xyz 0 1
C 1.09 1.43 -0.42
C 0.26 0.35 0.27
O -0.07 0.84 1.56
C 1.10 -0.88 0.44
N 1.59 -1.91 0.63
C -1.00 -0.13 -0.47
N -1.31 -1.48 0.02
H 2.02 1.57 0.14
H 0.55 2.37 -0.44
H 1.34 1.12 -1.44
H -0.73 0.24 1.93
H -0.84 -0.07 -1.56
H -1.82 0.56 -0.24
H -0.46 -1.99 0.30
H -1.72 -2.03 -0.71
*
```


Formula: C4H5NOS
Source: OMol25
Level of theory: wB97M-V/def2-TZVPD

Output
Gap between HOMO and LUMO (eV): 8.687
Energy above the lowest of the compared OMol25 structures with the same formula, charge and spin (kcal/mol): 111.2
E_HOMO (eV): -8.87
LUMO (Eh): -0.00680

Geometry as ORCA input:
```
! RIJCOSX wB97M-V def2-TZVPD def2/J DEFGRID3
* xyz 0 1
C -1.72 -0.81 -1.60
C -0.96 -0.48 -0.62
C 0.10 0.08 0.14
C 0.67 -0.78 1.25
O 1.82 -0.27 1.84
N 0.66 1.25 -0.12
S 0.06 2.32 -1.25
H -2.45 -0.88 -2.51
H -0.09 -0.64 2.18
H 0.76 -1.97 1.03
H 2.33 0.47 1.13
H -1.19 1.69 -1.47
*
```